Entry 1:
This record from OMol25 describes an isolated molecule of C9H8N4O at a distorted geometry. The level of theory is ωB97M-V/def2-TZVPD.

Each line ends with the Mulliken charge.
CARTESIAN COORDINATES (ANGSTROEM)
O 1.778 2.228 -0.901  -0.58
C 2.128 0.919 -0.422  0.30
C 3.256 0.037 -0.735  -0.58
C 3.210 -1.266 -0.297  -0.20
C 2.265 -1.828 0.402  -0.36
C 1.360 -1.053 1.150  -0.39
C 1.096 0.181 0.469  0.55
C 0.103 1.117 0.992  -0.68
N -1.078 0.898 1.204  -0.44
N -1.883 0.053 0.374  0.36
C -3.349 0.225 0.516  -0.04
N -4.137 -0.312 -0.459  -0.37
N -3.175 -0.936 -1.347  -0.32
C -1.858 -0.714 -0.873  -0.03
H 0.795 2.335 -0.900  0.38
H 4.052 0.194 -1.415  0.41
H 4.248 -1.835 -0.331  0.22
H 2.363 -2.950 0.530  0.31
H 0.778 -1.376 2.024  0.39
H 0.474 2.095 1.409  0.43
H -3.419 0.694 1.661  0.30
H -0.868 -0.607 -1.389  0.31

Forces on atoms 1 to 2 (eV/Å):
O 0.5 -2.4 0.6
C -1.6 -3.4 0.5

- energy above the lowest of the compared OMol25 structures with the same formula, charge and spin (kcal per mole) = 154.72
- SMILES string = Oc1ccccc1/C=N\n1cnnc1
- DFT total energy (Eh) = -641.769406

***

Entry 2:
This record from OMol25 describes a structure of composition C9H8NO5RuSe. The level of theory is ωB97M-V/def2-TZVPD.

Each line ends with the Mulliken charge.
CARTESIAN COORDINATES (ANGSTROEM)
Ru 0.237 0.082 -0.105  1.09
O -3.688 -0.608 -0.546  -0.50
C -2.703 -0.270 0.029  0.17
O -1.664 0.327 -0.600  -0.65
C -2.490 -0.459 1.533  -0.05
C -1.740 0.730 2.148  0.03
C -1.786 0.714 3.665  -0.90
C -0.862 -0.474 4.023  -0.92
C -0.411 -0.960 2.658  0.07
O -0.330 0.308 1.895  -0.55
C -1.532 -1.657 1.880  -0.02
C -0.967 -2.375 0.661  0.07
O -1.320 -3.420 0.244  -0.42
O 0.123 -1.759 -0.010  -0.58
H -3.489 -0.584 1.944  0.56
H -1.921 1.686 1.669  0.60
H -1.404 1.648 4.069  0.37
H -2.809 0.586 4.016  0.38
H -0.006 -0.145 4.608  0.37
H -1.365 -1.266 4.573  0.38
H 0.554 -1.459 2.622  0.58
H -2.030 -2.427 2.464  0.61
Se 1.526 0.342 -2.116  0.23
C 0.465 -0.611 -3.247  0.35
N -0.139 -1.232 -4.008  -0.26

Forces on atoms 1 to 2 (eV/Å):
Ru -0.8 0.3 -0.4
O 0.0 0.0 0.1

- energy above the lowest of the compared OMol25 structures with the same formula, charge and spin (kcal per mole) = 0.00
- spin multiplicity = 5
- <S²> = 6.04
- net charge = +1
- DFT total energy (Eh) = -3274.627837

***

Entry 3:
This record from OMol25 describes a cluster of 2 separate species, C9H8NS2 in total at a distorted geometry. The level of theory is ωB97M-V/def2-TZVPD.

Each line ends with the Mulliken charge.
CARTESIAN COORDINATES (ANGSTROEM)
C -2.393 -0.790 -0.240  -0.48
C -2.187 -1.970 0.538  -0.43
C -1.300 -0.170 -0.795  -0.72
C -0.941 -2.503 0.627  -0.36
C -0.073 -0.447 -0.364  0.60
C 0.125 -1.774 0.188  0.20
C 2.190 -0.632 -0.353  0.09
C 4.612 0.619 -0.250  0.28
C 1.310 1.343 -1.355  -0.90
N 1.179 0.106 -0.632  0.15
S 5.677 -0.240 0.420  0.00
S 1.895 -2.155 0.317  -0.07
H -3.381 -0.475 -0.501  0.43
H -3.152 -2.221 1.062  0.32
H -1.615 0.700 -1.265  0.28
H -0.812 -3.443 1.149  0.36
H 4.108 1.476 -0.725  0.39
H 0.281 1.710 -1.533  0.21
H 1.972 2.172 -0.919  0.26
H 1.737 1.092 -2.406  0.39

Forces on atoms 1 to 2 (eV/Å):
C 1.0 -2.7 0.6
C -3.4 2.5 -0.5

- energy above the lowest of the compared OMol25 structures with the same formula, charge and spin (kcal per mole) = 34.60
- net charge = +1
- DFT total energy (Eh) = -1198.468907

***

Entry 4:
This record from OMol25 describes an isolated molecule of C9H8O at a distorted geometry. The level of theory is ωB97M-V/def2-TZVPD.

Each line ends with the Mulliken charge.
CARTESIAN COORDINATES (ANGSTROEM)
C 2.636 1.369 -1.737  -0.90
C 2.305 0.291 -1.075  0.34
O 2.334 -1.044 -1.154  -0.45
C 1.701 -0.327 0.094  -0.17
C 0.248 -0.448 0.293  0.62
C -0.294 0.005 1.492  -0.54
C -1.652 -0.097 1.723  -0.47
C -2.481 -0.664 0.770  -0.44
C -1.949 -1.101 -0.431  -0.53
C -0.591 -0.991 -0.672  -0.30
H 3.155 1.306 -2.677  0.25
H 2.396 2.339 -1.347  0.25
H 2.324 -0.474 0.969  0.44
H 0.351 0.446 2.240  0.36
H -2.057 0.260 2.657  0.37
H -3.537 -0.774 0.969  0.37
H -2.606 -1.530 -1.175  0.37
H -0.168 -1.342 -1.600  0.41

Forces on atoms 1 to 2 (eV/Å):
C 0.2 0.1 -0.4
C -0.4 -0.1 0.8

- energy above the lowest of the compared OMol25 structures with the same formula, charge and spin (kcal per mole) = 32.24
- SMILES string = C=C1O[C@@H]1c1ccccc1
- DFT total energy (Eh) = -422.915778

***

Entry 5:
This record from OMol25 describes a structure of composition C9H8O6Pb at a distorted geometry. The level of theory is ωB97M-V/def2-TZVPD.

Each line ends with the Mulliken charge.
CARTESIAN COORDINATES (ANGSTROEM)
O 0.005 -2.762 -2.097  -0.09
C 0.001 -1.825 -1.408  0.14
Pb 0.002 0.025 -0.015  1.47
O 0.352 2.110 -2.765  -0.05
C 0.237 1.421 -1.863  0.15
C 0.001 1.835 1.386  0.13
O -0.007 2.751 2.109  -0.09
C 2.284 -0.138 0.189  0.20
O 3.441 -0.215 0.290  -0.10
C -2.285 0.135 -0.187  0.20
O -3.444 0.199 -0.269  -0.10
C -0.558 -3.248 2.999  -0.64
C -0.340 -2.071 3.939  -0.65
C -0.715 -0.868 3.078  -0.37
O -0.234 -1.363 1.782  -0.33
C 0.122 -2.786 1.715  -0.38
H -0.121 -4.177 3.297  0.41
H -1.630 -3.316 2.742  0.27
H 0.741 -1.955 4.128  0.28
H -0.942 -2.054 4.821  0.41
H -1.798 -0.681 2.917  0.27
H -0.216 0.105 3.285  0.31
H 1.233 -2.791 1.704  0.28
H -0.244 -3.192 0.745  0.30

Forces on atoms 1 to 2 (eV/Å):
O 0.0 4.4 3.4
C 0.0 -7.8 -6.3

- net charge = +2
- DFT total energy (Eh) = -991.151478

***

Entry 6:
This record from OMol25 describes an isolated molecule of C9H9BrN2O3. The level of theory is ωB97M-V/def2-TZVPD.

Each line ends with the Mulliken charge.
CARTESIAN COORDINATES (ANGSTROEM)
O 3.223 0.870 -1.545  -0.56
C 2.588 -0.104 -1.836  0.49
O 2.543 -0.592 -3.084  -0.45
C 1.746 -0.930 -0.897  -0.49
C 1.873 -0.432 0.543  -0.51
C 1.062 -1.294 1.471  0.21
O 1.530 -2.185 2.139  -0.62
N -0.297 -1.060 1.565  -0.13
C -1.130 -0.124 0.994  0.70
C -2.453 -0.025 1.456  -0.63
C -3.288 0.907 0.882  -0.35
C -2.783 1.712 -0.134  -0.08
Br -3.884 3.016 -0.967  -0.20
C -1.469 1.544 -0.533  -0.44
N -0.673 0.647 0.015  -0.26
H 3.084 -0.050 -3.679  0.35
H 2.056 -1.973 -0.983  0.41
H 0.710 -0.854 -1.234  0.28
H 1.539 0.603 0.589  0.33
H 2.916 -0.494 0.855  0.47
H -0.743 -1.670 2.244  0.19
H -2.806 -0.667 2.249  0.36
H -4.311 1.015 1.211  0.45
H -1.033 2.142 -1.321  0.46

Forces on atoms 1 to 2 (eV/Å):
O 0.1 0.2 0.1
C 0.0 0.0 0.1

- energy above the lowest of the compared OMol25 structures with the same formula, charge and spin (kcal per mole) = 0.00
- SMILES string = O=C(O)CCC(=O)Nc1ccc(Br)cn1
- DFT total energy (Eh) = -3257.657388